# 1
Here is C16H13ClCsNO7 as an isolated structure from OMol25. Energies are from ωB97M-V/def2-TZVPD.

Positions of all 39 atoms, in Å:
1 Cs -1.778 0.419 -2.286
2 O -3.346 0.268 2.022
3 C -3.272 -0.243 0.774
4 O -3.722 0.344 -0.221
5 C -2.515 -1.528 0.730
6 C -2.330 -2.343 1.871
7 C -1.721 -3.578 1.691
8 C -1.244 -3.960 0.434
9 C -1.366 -3.046 -0.630
10 N -1.989 -1.876 -0.455
11 C -0.851 -3.258 -2.043
12 O -0.279 -4.440 -2.337
13 O -0.927 -2.381 -2.906
14 H -3.918 1.061 2.050
15 H -2.648 -1.978 2.848
16 H -1.621 -4.281 2.519
17 H -0.778 -4.952 0.311
18 H -0.290 -5.053 -1.566
19 C 2.076 -0.533 -0.786
20 C 2.533 0.840 -0.315
21 C 3.875 1.221 -0.275
22 C 4.206 2.502 0.160
23 Cl 5.892 2.888 0.288
24 C 3.241 3.434 0.515
25 C 1.900 3.103 0.439
26 C 1.532 1.804 0.071
27 O 0.227 1.376 0.062
28 C -0.799 2.396 0.350
29 C -1.007 3.392 -0.845
30 O -0.999 4.574 -0.513
31 O -1.065 2.925 -1.984
32 H 2.949 -1.191 -0.993
33 H 1.470 -0.463 -1.722
34 H 1.467 -1.016 -0.005
35 H 4.653 0.519 -0.575
36 H 3.553 4.427 0.846
37 H 1.131 3.884 0.635
38 H -0.539 2.931 1.275
39 H -1.703 1.815 0.562

The net charge is 0. The value obtained for the HOMO energy is -0.2812 Eh. The value obtained for the gap between HOMO and LUMO is 6.106 eV. Its spin multiplicity is 1. The value obtained for the total energy is -45696.92121 eV.

# 2
Here is C28H35CoN5P2S as an isolated structure from OMol25. Energies are from ωB97M-V/def2-TZVPD.

Positions of all 72 atoms, in Å:
1 Co -2.959 1.654 -4.633
2 C -0.645 -2.412 -0.360
3 C -0.937 -2.243 -1.655
4 C -2.221 -2.519 -2.401
5 C -3.295 -1.464 -2.207
6 C -4.180 -1.605 -0.994
7 C -3.986 -2.363 0.104
8 C -2.925 -3.426 0.369
9 C -1.523 -2.914 0.743
10 C -3.207 3.116 -3.210
11 H 0.376 -2.155 -0.019
12 H -0.150 -1.814 -2.286
13 H -2.588 -3.529 -2.188
14 H -1.905 -2.484 -3.447
15 H -2.794 -0.495 -2.169
16 H -3.926 -1.414 -3.095
17 H -5.080 -0.979 -1.028
18 H -4.682 -2.189 0.954
19 H -2.871 -4.124 -0.474
20 H -3.290 -4.003 1.240
21 H -1.576 -2.135 1.514
22 H -1.036 -3.758 1.237
23 H -2.968 2.544 -2.296
24 H -3.871 3.936 -2.906
25 H -2.280 3.675 -3.541
26 P -4.862 2.312 -4.401
27 P -3.116 0.040 -6.022
28 N -6.086 1.932 -3.175
29 N -5.559 3.843 -4.939
30 N -4.204 -1.486 -6.100
31 N -2.193 -0.418 -7.479
32 C -5.510 1.301 -5.842
33 C -4.354 1.199 -6.852
34 C -6.064 2.348 -1.840
35 C -7.302 2.060 -1.271
36 C -8.117 1.467 -2.287
37 C -7.360 1.426 -3.451
38 C -4.916 5.070 -5.020
39 C -5.783 5.970 -5.631
40 C -6.990 5.261 -5.946
41 C -6.836 3.964 -5.490
42 C -4.133 -2.671 -5.362
43 C -5.153 -3.533 -5.763
44 C -5.873 -2.870 -6.808
45 C -5.244 -1.654 -7.020
46 C -2.460 -1.462 -8.377
47 C -1.929 -1.142 -9.622
48 C -1.273 0.125 -9.485
49 C -1.443 0.542 -8.174
50 H -6.411 1.729 -6.303
51 H -5.791 0.313 -5.440
52 H -4.630 0.767 -7.822
53 H -3.883 2.186 -7.046
54 H -5.182 2.812 -1.407
55 H -7.613 2.237 -0.249
56 H -9.130 1.101 -2.217
57 H -7.594 1.082 -4.454
58 H -3.914 5.208 -4.639
59 H -5.598 7.007 -5.850
60 H -7.867 5.619 -6.456
61 H -7.497 3.108 -5.538
62 H -3.330 -2.850 -4.665
63 H -5.379 -4.509 -5.357
64 H -6.744 -3.207 -7.348
65 H -5.452 -0.915 -7.773
66 H -2.990 -2.351 -8.068
67 H -2.024 -1.745 -10.514
68 H -0.754 0.662 -10.271
69 H -1.084 1.420 -7.650
70 S -1.098 2.471 -5.172
71 C -1.086 1.270 -3.912
72 N -0.849 0.518 -3.015

The net charge is 0. The value obtained for the HOMO energy (spin up / spin down) is -0.2420 / -0.3081 Eh. The value obtained for the gap between HOMO and LUMO (spin up / spin down) is 6.373 / 6.645 eV. Its spin multiplicity is 4. The value obtained for the total energy is -104086.84690 eV.

# 3
Here is the molecule CH4N4O2 from OMol25. Energies are from ωB97M-V/def2-TZVPD.

Positions of all 11 atoms, in Å:
1 C -1.604 0.814 -0.289
2 N -1.223 -0.416 -0.055
3 N -0.085 -0.710 0.645
4 N 0.720 0.364 0.451
5 N 1.950 0.083 0.127
6 O 2.794 0.943 0.201
7 O 2.231 -1.080 -0.224
8 H -2.545 1.113 -0.698
9 H -0.937 1.606 -0.322
10 H -1.803 -1.248 -0.125
11 H 0.502 -1.470 0.289

The net charge is 0. The value obtained for the HOMO energy (spin up / spin down) is -0.3137 / -0.3136 Eh. The value obtained for the gap between HOMO and LUMO (spin up / spin down) is 7.550 / 7.548 eV. Its spin multiplicity is 1. The value obtained for the total energy is -11149.92771 eV.

Energy relative to the best compared isomer or geometry (same formula, charge and spin) list, top to bottom, in kcal per mole: 0.0 77.0 123.3